{
  "formula": "C7H17NO",
  "method": "wB97M-V/def2-TZVPD",
  "elements": ["C", "C", "C", "C", "N", "H", "H", "H", "H", "H", "H", "H", "H", "H", "H", "H", "C", "C", "C", "O", "H", "H", "H", "H", "H", "H"],
  "coordinates": [[-1.10096, 0.47618, 1.15357], [0.24594, 1.68729, -0.93494], [-2.21448, 0.28679, 0.15448], [-1.42419, 1.50435, 2.22018], [0.48484, 0.77763, 0.16690], [0.50176, 1.12969, 1.14806], [-0.82384, -0.47882, 1.60837], [-0.45495, 1.24812, -1.64904], [1.19106, 1.84910, -1.44869], [-0.12160, 2.65864, -0.59575], [-1.94263, -0.41803, -0.62923], [-0.60834, 1.59970, 2.93736], [-2.49958, 1.23372, -0.30453], [-3.09440, -0.12321, 0.65969], [-1.60510, 2.48299, 1.77295], [-2.31104, 1.19820, 2.78340], [0.97474, -1.45046, -1.14256], [1.86420, -2.68156, -1.31265], [1.59923, -0.51304, -0.11316], [2.64070, 0.15741, -0.42142], [1.57303, -0.98027, 0.89669], [-0.02097, -1.75369, -0.80666], [0.88080, -0.92404, -2.09433], [1.97668, -3.21277, -0.36600], [1.43557, -3.37658, -2.03361], [2.85352, -2.37734, -1.64907]],
  "de_lowest_kcal_mol": 92.2,
  "charge": 0,
  "homo_energy_ev": -7.71,
  "homo_lumo_gap_ev": 8.33,
  "energy_ha": -406.78339
}

{
  "formula": "C7H17NO",
  "method": "wB97M-V/def2-TZVPD",
  "elements": ["C", "C", "H", "H", "H", "H", "H", "H", "C", "C", "C", "C", "C", "O", "N", "H", "H", "H", "H", "H", "H", "H", "H", "H", "H", "H"],
  "coordinates": [[2.54426, -0.13710, -0.52452], [2.80646, -0.30434, -2.02875], [2.37563, 0.88841, -0.20655], [1.56353, -0.60601, -0.39111], [3.30880, -0.53811, 0.13637], [2.10196, 0.39801, -2.48237], [2.53382, -1.24979, -2.48694], [3.84459, -0.13763, -2.31745], [-1.21920, 1.32732, -0.22571], [-0.84431, 2.51193, 0.65188], [-1.77731, -0.99303, -0.65615], [-1.01264, -1.87387, 1.97317], [-0.86069, -0.42038, 1.54913], [-0.00768, 0.27290, 2.07569], [-1.46573, -0.01907, 0.37562], [-2.21373, 1.54837, -0.62258], [-0.47719, 1.12758, -0.99296], [-1.74750, 2.93933, 1.07848], [-0.47556, 3.26633, -0.04775], [-1.38342, -0.71886, -1.62205], [-1.89081, -2.41315, 1.66153], [-0.12636, 2.35477, 1.44760], [-1.52769, -1.99105, -0.31560], [-2.86660, -1.10987, -0.79156], [-0.09744, -2.39560, 1.71065], [-1.08519, -1.72713, 3.05192]],
  "de_lowest_kcal_mol": 35.5,
  "charge": 0,
  "homo_energy_ev": -8.98,
  "homo_lumo_gap_ev": 9.86,
  "smiles": "CCN(C)C(C)=O.CC",
  "energy_ha": -406.87383
}

> Which formula does entry 1 have?

C7H17NO

> Number 2 is which compound?

C7H17NO